# 1
Molecular formula: C22H42AlBCaCl2F7KN4NaO10S
Method: DFT, ωB97M-V/def2-TZVPD

Last column: Mulliken charge in e.
Cartesian coordinates (Å):
Ca1 -6.19630 -0.68068 -2.66508  0.950
K1 -3.12048 2.49915 3.57825  0.740
Cl1 -6.03332 2.68377 3.18647  -0.186
Cl2 -3.96059 4.73310 3.56908  -0.165
S1 -0.52385 -1.23631 -3.56040  -0.486
Al1 -2.97547 -6.12381 -2.13328  0.511
Na1 1.99220 4.37589 4.73367  0.976
F1 -2.23821 -7.60925 -1.81275  -0.361
F2 2.40693 -4.59609 -1.25362  -0.198
F3 3.06611 -6.43461 -2.17898  -0.304
F4 -2.48223 -5.54387 -3.65296  -0.393
F5 1.48734 -5.27158 -3.08253  -0.252
F6 -2.52714 -4.98367 -0.94220  -0.359
F7 -4.66889 -6.30044 -2.12281  -0.403
O1 3.39152 -3.12365 -3.33352  -0.568
O2 1.78102 0.02186 -3.48497  0.196
O3 1.09649 2.93240 -1.59106  -0.520
O4 -7.10434 4.48219 6.35895  -0.697
O5 3.62553 2.05911 -0.77237  -0.681
O6 -7.71718 4.08393 8.39555  -0.614
O7 4.73738 3.40334 1.67721  -0.596
O8 -6.67501 5.91570 7.92427  -0.642
O9 5.03718 -4.71890 -3.05891  -0.438
O10 3.79411 1.84559 2.94116  -0.434
N1 -3.96526 -1.47574 -1.91018  -0.735
N2 -7.16825 4.83005 7.57457  0.920
N3 1.34768 -0.71029 -5.48038  -0.297
N4 2.58702 -0.06926 -5.48092  -0.510
C1 -2.12728 2.82033 1.42007  -2.313
C2 1.69100 0.62195 3.29622  -0.578
C3 -3.50750 -1.12628 -4.45155  -0.844
C4 0.93548 -0.62258 -4.30082  0.007
C5 0.14257 4.22641 1.79074  -1.538
C6 1.55302 3.97058 2.35874  0.145
C7 -2.03479 0.70171 0.01904  -0.968
C8 2.80618 0.31955 -4.32518  -0.144
C9 5.37579 -4.82992 -0.60432  -1.025
C10 2.65389 -5.18023 -2.43632  0.790
C11 0.02361 -2.37249 -1.00511  -0.839
C12 5.66163 -4.13658 -1.93069  -0.174
C13 3.71807 2.81548 1.96055  -0.145
C14 -3.78964 -1.30663 -3.03128  0.974
C15 2.38971 3.18041 1.33610  0.105
C16 -5.66868 4.30531 3.83265  -0.191
C17 0.16863 -2.56693 -2.51801  0.301
C18 -0.12798 -0.90774 -0.59370  0.187
C19 3.66610 -4.40023 -3.33818  0.027
C20 -2.35227 1.21638 1.42072  0.261
C21 -1.55014 -0.74089 -0.08585  -0.430
C22 3.07062 0.63193 2.65776  -0.372
B1 -1.03914 3.35909 2.55375  0.534
H1 -2.97543 0.69412 -0.52573  0.060
H2 -1.31651 1.35985 -0.45498  0.378
H3 -4.25135 -1.65245 -5.05309  0.500
H4 -2.22037 -1.35377 -0.67192  0.040
H5 3.52949 -4.92439 -4.31273  0.197
H6 2.60222 3.86151 0.53242  0.770
H7 -6.28527 5.03683 3.32756  0.348
H8 -1.79243 0.65606 2.22717  0.429
H9 -3.13036 3.32312 1.62801  0.839
H10 4.49142 2.48863 -0.75859  0.145
H11 1.85270 2.34727 0.91237  -0.109
H12 5.37594 -5.91316 -0.72340  0.255
H13 0.19809 3.99014 0.73367  0.360
H14 1.46643 3.43429 3.31726  -0.659
H15 3.67043 -0.17213 3.06209  0.411
H16 -3.45033 1.03809 1.60970  0.505
H17 -1.63770 4.12831 3.28653  -0.249
H18 -0.81457 -2.94287 -0.62011  0.216
H19 -0.37213 -3.46354 -2.79371  0.599
H20 -1.56290 -1.18635 0.90659  0.485
H21 1.46120 2.07462 -1.84214  0.195
H22 -2.51595 -1.53997 -4.66478  0.139
H23 -0.59047 2.46914 3.23062  -0.144
H24 1.67453 1.25291 4.18117  0.273
H25 6.73149 -4.23747 -2.13068  0.340
H26 -5.88184 4.31908 4.90463  0.304
H27 0.65956 3.26539 -2.38041  0.247
H28 -3.51579 -0.06493 -4.70114  0.435
H29 2.97107 0.46815 1.58966  0.345
H30 0.90524 -2.78864 -0.53502  0.588
H31 0.95194 1.01909 2.61306  -0.254
H32 -0.05727 5.29086 1.89504  0.206
H33 6.13557 -4.55301 0.13059  0.408
H34 0.14314 -0.19877 -1.36645  0.306
H35 1.20344 -2.72071 -2.80340  -0.490
H36 1.37357 -0.37371 3.58534  0.497
H37 -1.84537 3.14499 0.42886  0.320
H38 0.53175 -0.69626 0.24695  -0.340
H39 4.41384 -4.53609 -0.19303  0.178
H40 2.09909 4.92496 2.53968  0.951
H41 5.46159 -3.06311 -1.87282  0.221
H42 3.65942 0.82733 -3.93242  0.525

Computed properties:
* net charge: -1
* 2S+1: 1
* lowest unoccupied orbital energy: -3.63 eV


# 2
Molecular formula: C22H42BeCl7CsF3Mg2N5NbO8S2
Method: DFT, ωB97M-V/def2-TZVPD

Last column: Mulliken charge in e.
Cartesian coordinates (Å):
Cs1 1.39295 -7.98653 1.20088  1.059
Nb1 0.70794 -0.43844 -0.66122  -1.196
Cl1 -3.46614 -7.78831 2.40057  -0.150
Cl2 6.10346 -0.78853 -4.19215  -0.419
Cl3 -5.61822 -9.69575 2.00276  -0.113
Cl4 5.15634 4.10392 -2.44074  -0.203
Cl5 -5.74332 -7.08301 0.74193  -0.129
Cl6 -6.61230 -6.46637 5.88662  -0.526
Cl7 -6.05538 -7.31534 3.63211  -0.020
S1 3.06797 -2.31371 2.46106  -0.172
S2 4.09654 2.80460 3.94501  1.216
Mg1 -3.51310 2.50934 2.12189  0.728
Mg2 4.15760 -1.50086 -0.22037  0.917
F1 4.77410 0.80719 -0.26585  -0.188
F2 5.25865 -0.15220 -2.40113  -0.136
F3 5.37923 2.10750 -2.02057  -0.201
O1 5.50119 2.74991 3.51076  -0.499
O2 -1.09165 8.63588 -2.47316  -0.563
O3 3.30958 1.82513 3.17734  -0.561
O4 3.57121 4.15956 3.70735  -0.508
O5 1.48301 -5.39521 -1.00276  -0.537
O6 4.00362 2.49447 5.37864  -0.506
O7 0.97687 -3.50142 0.24314  -0.099
O8 -2.07248 1.03841 1.40887  -0.257
N1 -3.36269 -0.87481 1.21538  0.496
N2 2.29232 -0.08189 0.77636  -0.453
N3 0.61466 2.04943 1.99526  -0.242
N4 -0.55576 3.70957 0.79066  -0.131
N5 1.77099 3.43973 0.49146  -0.362
C1 -4.33100 -0.02429 0.44665  -0.647
C2 0.52329 2.62135 0.66146  0.454
C3 2.14019 -5.63694 1.35944  -1.990
C4 1.51124 -4.79390 0.11911  1.187
C5 1.54468 -2.59454 -0.72332  -0.230
C6 4.64809 0.92042 -1.66459  -0.065
C7 2.44000 -1.01013 1.62782  0.306
C8 -2.02181 -4.89562 0.09147  -0.307
C9 2.28073 -0.07215 -2.28400  -0.294
C10 0.31347 10.46706 -1.90892  -1.094
C11 1.23620 8.17757 -2.63247  -0.979
C12 -5.22550 -7.97363 2.19445  0.290
C13 3.14725 1.22358 -2.09946  0.039
C14 -3.78207 -1.04058 2.64089  -0.685
C15 -0.79920 -1.08416 0.92735  0.082
C16 -0.72393 -0.80903 -2.38184  -0.814
C17 -2.78447 -3.93840 -0.93057  -0.405
C18 -2.02684 -0.18818 1.15880  -0.408
C19 0.04423 9.05372 -2.34989  0.832
C20 0.13212 1.75017 -0.57171  -1.194
C21 -1.80502 -3.26090 -2.02450  -0.620
C22 -2.00936 -1.67499 -2.09873  0.066
Be1 -1.35989 5.62166 -0.89736  0.148
H1 -3.34774 -3.17861 -0.31580  0.009
H2 -1.18900 3.50172 1.57158  -0.263
H3 -1.20200 -2.09916 0.58294  -0.275
H4 -1.37404 -5.64898 -0.44332  0.161
H5 1.90960 4.03947 1.30885  0.314
H6 -1.05559 0.21655 -2.75488  0.439
H7 2.59632 -6.63466 0.94422  0.569
H8 0.57440 2.23030 -1.51489  0.867
H9 -2.15281 -3.70402 -3.01628  0.468
H10 -0.99666 1.78055 -0.75738  0.491
H11 -0.73794 -3.59805 -1.89852  0.161
H12 2.98548 -5.09674 1.90759  0.541
H13 -3.75611 0.33963 -0.46725  0.344
H14 -5.16766 -0.66819 0.03544  0.327
H15 1.52363 2.19406 2.44239  0.184
H16 -2.64395 -1.38381 -1.21443  -0.489
H17 -0.33548 -1.30608 1.95110  0.656
H18 1.73604 3.97529 -0.37746  0.234
H19 2.77227 2.02016 -1.40133  -0.191
H20 1.32186 -5.94622 2.14103  0.199
H21 3.23747 1.72787 -3.11991  0.479
H22 1.81469 -0.03570 -3.32483  0.388
H23 -4.72528 0.85667 1.06047  -0.020
H24 -3.57715 -4.55796 -1.46536  0.499
H25 0.34817 1.07334 2.08165  0.014
H26 1.84360 8.07328 -1.73095  0.319
H27 -0.63438 10.98040 -1.74173  0.297
H28 1.83155 8.60833 -3.43949  0.342
H29 3.01445 -0.96061 -2.34382  0.290
H30 0.87973 10.46374 -0.97552  0.318
H31 -4.72664 -0.42924 2.79768  0.343
H32 1.36274 -2.95901 -1.79079  0.678
H33 -0.14462 -1.28044 -3.24420  0.531
H34 0.89332 7.18804 -2.94058  0.184
H35 -4.03637 -2.11318 2.91514  0.282
H36 -1.43720 -4.24759 0.82672  0.030
H37 -2.82452 -5.46293 0.66227  0.046
H38 -2.69881 -1.51759 -3.00042  0.560
H39 2.69580 -2.56099 -0.60895  -0.202
H40 -1.04499 3.85493 -0.09669  0.383
H41 -2.94616 -0.64611 3.30972  0.239
H42 0.86815 10.99916 -2.68412  0.338

Computed properties:
* net charge: +1
* 2S+1: 1
* lowest unoccupied orbital energy: -7.51 eV


# 3
Molecular formula: C22H42BiN7O4PS5Sb
Method: DFT, ωB97M-V/def2-TZVPD

Last column: Mulliken charge in e.
Cartesian coordinates (Å):
Bi1 1.17375 -1.80795 0.73147  1.640
Sb1 3.70121 -2.30588 3.22231  0.414
S1 2.79157 4.45566 -0.07261  -0.589
S2 4.58546 -0.85250 4.84640  -0.436
S3 0.80355 1.81460 0.71487  -0.345
S4 1.17355 -2.48369 3.30469  -0.637
S5 3.63110 -0.86060 1.16184  -0.516
P1 1.05326 3.74743 0.38908  0.260
O1 -0.60430 -3.88701 0.47646  -0.575
O2 3.78627 -4.83879 0.77744  -0.623
O3 0.05453 4.37580 -0.68397  -0.450
O4 0.47203 4.50055 1.76268  -0.259
N1 -3.83639 -1.05355 0.48887  0.323
N2 -2.65675 -0.38618 2.23531  0.237
N3 1.29873 -0.52593 -4.30834  0.186
N4 2.68112 -1.91183 -3.22696  -0.019
N5 1.67456 -3.99199 0.40954  -0.131
N6 0.79524 -1.18716 -2.04703  0.275
N7 -1.46989 -0.72662 0.20819  0.563
C1 -1.51096 -0.81087 -1.27288  -0.516
C2 2.45700 -0.60339 -5.17201  -0.457
C3 -4.02165 -0.25293 2.64180  -0.702
C4 -4.82235 -0.92042 1.51863  -0.740
C5 0.12821 3.89771 4.10299  -1.180
C6 -4.14160 -1.64437 -0.78688  -1.056
C7 1.96698 -6.38137 0.37016  -0.474
C8 3.49488 -2.46777 -2.15977  -0.270
C9 -2.56892 -0.76317 0.90349  -0.382
C10 -1.41535 4.58067 -0.60289  0.589
C11 -0.26049 -0.22128 -1.89034  0.017
C12 1.01381 4.63326 3.12811  0.635
C13 1.52584 -1.19270 -3.12151  -0.047
C14 -1.63286 5.96754 -0.10374  -1.319
C15 -2.11856 3.51733 0.20915  -0.831
C16 -0.05297 -0.47954 -4.83850  -0.993
C17 0.43421 -4.52915 0.28994  0.379
C18 -1.56540 -0.04587 3.09755  -0.562
C19 2.59508 -4.98284 0.56152  0.213
C20 2.44485 4.12694 3.17001  -1.457
C21 0.51481 -6.02777 -0.00742  -0.636
C22 3.42923 -1.42711 -4.35195  -0.746
H1 0.58053 4.05134 5.08757  0.470
H2 -5.08143 -2.17662 -0.72521  0.427
H3 0.93333 5.69288 3.36882  0.171
H4 3.08403 4.73781 2.54255  0.270
H5 -1.90820 3.63148 1.26993  0.139
H6 -1.65167 4.48625 -1.66919  0.356
H7 -4.25474 0.85241 2.66128  0.260
H8 4.22757 -3.12134 -2.62972  0.355
H9 -4.18662 -0.62449 3.65345  0.470
H10 -0.06891 -0.98279 -5.79779  0.362
H11 4.32946 -0.88626 -3.98498  0.326
H12 -3.37965 -2.36687 -1.06443  0.320
H13 3.84539 -2.30129 -4.90996  0.334
H14 2.46755 3.12132 2.76518  0.330
H15 -1.96552 0.35973 4.03979  0.381
H16 -0.70331 -1.02595 -4.09956  0.311
H17 -0.45815 0.30710 -2.81340  0.689
H18 -5.65488 -0.27103 1.22471  0.353
H19 2.88789 0.40324 -5.38904  0.248
H20 -2.34738 -0.17521 -1.63240  0.320
H21 3.96209 -1.64540 -1.61031  0.333
H22 0.36795 -6.13243 -1.08867  0.268
H23 -1.80959 2.52898 -0.08864  -0.096
H24 2.01335 -6.99511 1.30004  0.246
H25 2.25588 -1.06177 -6.13666  0.306
H26 -3.20437 3.59766 0.12829  0.555
H27 2.76922 4.12364 4.21174  0.468
H28 0.06294 0.58372 -1.16019  -1.385
H29 0.11036 2.82095 3.89214  0.063
H30 -1.63205 -1.87067 -1.61332  0.063
H31 2.48645 -6.99804 -0.35106  0.292
H32 -1.20138 6.03229 0.90259  0.117
H33 -5.21360 -1.90889 1.81497  0.377
H34 -0.94313 -0.90494 3.31024  -0.021
H35 -0.97255 0.73469 2.61379  0.110
H36 -1.17968 6.69746 -0.77562  0.312
H37 -2.66769 6.25427 -0.03150  0.439
H38 -0.38014 0.58187 -4.98329  0.231
H39 2.86157 -2.98472 -1.42848  -0.317
H40 -0.25214 -6.60770 0.51295  0.383
H41 -0.91046 4.25675 4.16565  0.326
H42 -4.22068 -0.86167 -1.55799  0.257

Computed properties:
* net charge: -1
* 2S+1: 2
* lowest unoccupied orbital energy (alpha / beta): 2.23 / 0.21 eV